C38H64N4O18 | the ωB97M-V functional and the def2-TZVPD basis

Each line ends with the Mulliken charge.
Positions of all 124 atoms, in Å:
C1 -0.525 -1.952 5.276  -0.8648
C2 -1.571 -1.811 6.419  0.7582
C3 -2.734 -2.801 6.374  -0.1938
O1 -2.995 -3.060 7.700  -0.3333
C4 -1.929 -2.707 8.403  0.5046
O2 -1.900 -2.903 9.612  -0.6309
O3 -1.041 -2.108 7.701  -0.3736
H1 0.314 -1.246 5.300  0.0838
H2 -1.105 -1.745 4.388  0.0112
H3 -0.065 -2.954 5.179  0.4384
H4 -1.904 -0.766 6.408  -0.0480
H5 -2.301 -3.663 5.826  0.3171
H6 -3.620 -2.376 5.879  0.1722
C5 6.519 0.232 -1.269  -1.6060
C6 5.246 -0.542 -1.393  0.4835
C7 4.978 -1.262 -0.031  -0.6556
O4 3.768 -0.667 0.334  0.1194
C8 3.407 0.273 -0.442  0.1692
O5 2.430 0.989 -0.309  -0.5327
O6 4.185 0.336 -1.489  -0.3607
H7 7.385 -0.338 -1.091  0.4774
H8 6.456 0.844 -0.379  0.3904
H9 6.655 0.922 -2.139  0.3013
H10 5.197 -1.274 -2.263  0.2712
H11 5.765 -0.989 0.737  0.3393
H12 4.848 -2.349 -0.103  0.3213
C9 1.423 -2.399 -2.005  -1.0204
C10 0.421 -1.388 -1.475  1.6343
C11 -1.041 -1.912 -1.469  0.5676
O7 -1.233 -2.287 -0.077  -0.4156
C12 -0.295 -1.858 0.650  -0.1002
O8 -0.249 -1.967 1.895  -0.4016
O9 0.662 -1.306 -0.063  0.7460
H13 2.435 -1.976 -2.014  -0.0689
H14 1.167 -2.562 -3.074  0.2604
H15 1.325 -3.360 -1.415  0.3237
H16 0.505 -0.388 -1.937  -0.7169
H17 -1.208 -2.718 -2.176  0.3112
H18 -1.713 -1.109 -1.702  -0.9517
C13 1.894 0.059 3.067  1.7122
C14 2.712 -1.001 3.736  0.0257
C15 2.592 -2.424 3.138  0.5656
O10 3.947 -2.755 3.260  -0.4433
C16 4.799 -1.779 3.542  0.5853
O11 6.029 -1.845 3.677  -0.6388
O12 4.098 -0.681 3.677  -0.4742
H19 2.210 0.021 2.066  -1.3403
H20 1.995 1.072 3.460  0.4888
H21 0.869 -0.215 2.975  -0.8806
H22 2.418 -0.938 4.720  0.5088
H23 2.457 -2.382 2.038  -0.2826
H24 1.871 -3.112 3.585  0.3098
C17 -1.412 2.588 6.326  -0.4285
O13 -0.799 2.904 5.101  -0.4046
C18 -0.980 2.154 4.053  0.7376
O14 -1.609 0.930 4.076  -0.3613
O15 -0.471 2.673 2.949  -0.3675
C19 -0.793 1.999 1.699  0.1753
H25 -1.262 1.530 6.500  0.0479
H26 -2.455 2.769 6.275  0.3233
H27 -0.927 3.174 7.084  0.2583
H28 -0.110 1.140 1.464  -0.0861
H29 -0.782 2.642 0.893  0.0153
H30 -1.831 1.590 1.744  0.0510
C20 -3.785 -1.577 -3.427  -0.6825
O16 -3.316 -0.726 -4.454  -0.3404
C21 -2.128 -0.880 -5.053  0.9560
O17 -1.156 -1.892 -4.733  -0.6583
O18 -1.895 0.044 -5.943  -0.3098
C22 -0.655 0.148 -6.692  -0.2223
H31 -3.131 -2.408 -3.256  0.2324
H32 -4.605 -2.122 -3.707  0.4839
H33 -3.976 -1.007 -2.501  0.1798
H34 -0.701 1.048 -7.341  0.2390
H35 -0.410 -0.705 -7.362  0.3672
H36 0.117 0.325 -5.976  -0.1875
C23 -4.417 2.818 -3.299  -1.2421
C24 -3.000 3.142 -2.672  -0.8102
C25 -2.353 1.860 -2.153  2.9360
C26 -3.131 1.197 -1.126  -0.1597
N1 -3.798 0.677 -0.381  -0.3101
H37 -4.366 2.239 -4.213  0.2464
H38 -4.934 3.780 -3.516  0.3960
H39 -5.135 2.313 -2.626  0.3349
H40 -3.040 3.842 -1.853  0.4618
H41 -2.316 3.591 -3.384  0.3543
H42 -1.369 2.056 -1.745  -1.0505
H43 -2.320 1.142 -2.942  -1.1532
C27 -5.675 -1.121 2.086  -1.3798
C28 -4.383 -0.758 2.825  -0.4258
C29 -3.190 -1.479 2.315  2.4134
C30 -3.174 -2.827 2.847  -0.0191
N2 -3.226 -3.928 3.243  -0.7561
H44 -6.581 -0.603 2.504  0.3606
H45 -5.776 -2.194 2.142  0.3593
H46 -5.671 -0.911 1.000  0.2421
H47 -4.429 -0.896 3.904  0.4152
H48 -4.249 0.320 2.601  0.2437
H49 -2.315 -0.905 2.570  -1.3705
H50 -3.209 -1.670 1.224  -0.0417
C31 0.038 5.079 -1.471  -1.3053
C32 1.094 3.964 -1.327  -0.1811
C33 1.616 3.325 -2.622  -0.3511
C34 0.783 2.421 -3.313  0.1617
N3 0.071 1.721 -3.869  -0.0642
H51 -0.443 5.087 -0.495  0.3368
H52 -0.624 4.773 -2.311  0.1697
H53 0.383 6.114 -1.613  0.4026
H54 0.693 3.110 -0.842  -0.4055
H55 1.901 4.292 -0.768  0.8137
H56 2.466 2.715 -2.287  -0.2704
H57 1.995 4.083 -3.338  0.6393
C35 2.720 -1.239 -6.119  -1.4817
C36 2.849 -0.422 -4.764  1.1960
C37 3.505 0.880 -5.062  -0.2398
C38 2.697 1.816 -5.849  -0.0665
N4 2.068 2.568 -6.490  -0.5954
H58 2.088 -0.756 -6.907  0.2449
H59 2.271 -2.146 -5.855  0.4321
H60 3.691 -1.397 -6.548  0.4452
H61 3.520 -0.860 -4.044  -0.0313
H62 1.940 -0.158 -4.230  -0.4958
H63 4.493 0.642 -5.467  0.6780
H64 3.713 1.438 -4.171  0.0415

Summary:
E_HOMO (eV): -10.03
Relative energy (zero: lowest compared OMol25 entry of this formula, charge and spin) (kcal/mol): 0.0
Electronic energy (eV): -83255.50561
SMILES: C[C@H]1COC(=O)O1.C[C@H]1COC(=O)O1.C[C@H]1COC(=O)O1.C[C@H]1COC(=O)O1.COC(=O)OC.COC(=O)OC.CCCC#N.CCCC#N.CCCC#N.CCCC#N
Kohn-Sham gap (eV): 10.06

C38H68N2O8S | the ωB97M-V functional and the def2-TZVPD basis

Each line ends with the Mulliken charge.
Positions of all 117 atoms, in Å:
C1 -4.695 -8.217 -1.651  -0.5908
O1 -5.337 -7.115 -0.904  -0.2892
C2 -5.983 -6.225 -1.922  -0.5488
C3 -6.589 -4.891 -1.157  -0.6056
C4 -5.382 -3.780 -0.845  -0.2473
C5 -5.574 -3.386 0.766  -0.7491
C6 -4.186 -2.692 1.375  -0.6243
C7 -3.948 -1.184 0.741  -0.2994
C8 -2.422 -0.906 0.210  -0.1372
C9 -2.247 -0.888 -1.421  -0.5381
C10 -1.059 0.194 -1.884  -0.2688
C11 -0.511 -0.146 -3.408  -0.8034
C12 0.979 -0.837 -3.447  0.7584
C13 1.385 -1.702 -4.820  -0.6226
O2 0.183 -2.473 -5.172  -0.1414
C14 0.455 -3.515 -6.174  0.3132
C15 1.691 -4.603 -6.138  -0.1955
C16 1.768 -5.710 -7.346  -0.3991
C17 0.670 -5.805 -8.586  -0.3712
C18 -0.565 -4.718 -8.639  -0.3336
C19 -0.639 -3.607 -7.435  -0.2568
C20 2.204 0.289 -3.421  -0.6859
O3 2.974 0.390 -2.142  -0.2019
S1 2.871 -1.248 -1.579  1.0922
O4 2.990 -1.049 -0.044  -0.5470
O5 4.097 -2.089 -2.063  -0.5910
O6 1.335 -1.664 -2.247  -0.2840
H1 -5.505 -8.934 -2.102  0.2446
H2 -4.013 -7.818 -2.517  0.2572
H3 -4.018 -8.878 -0.935  0.2228
H4 -5.230 -5.931 -2.787  0.3115
H5 -6.863 -6.842 -2.424  0.3438
H6 -7.060 -5.257 -0.137  0.2724
H7 -7.376 -4.374 -1.870  0.3344
H8 -5.504 -2.858 -1.558  0.2359
H9 -4.322 -4.292 -0.975  0.2008
H10 -6.461 -2.620 0.817  0.1985
H11 -5.809 -4.348 1.414  0.3953
H12 -3.230 -3.333 1.155  0.3396
H13 -4.356 -2.670 2.557  0.2489
H14 -4.792 -1.000 -0.050  0.3236
H15 -4.160 -0.423 1.635  0.0744
H16 -2.113 0.177 0.592  -0.1109
H17 -1.734 -1.760 0.624  0.2458
H18 -3.300 -0.546 -1.866  0.3009
H19 -2.048 -1.961 -1.859  0.1950
H20 -0.213 0.296 -1.082  0.2841
H21 -1.630 1.238 -1.976  0.0658
H22 -1.356 -0.763 -3.938  0.3060
H23 -0.421 0.871 -4.018  0.3706
H24 2.354 -2.337 -4.651  0.2486
H25 1.618 -0.870 -5.643  0.2273
H26 2.472 -4.558 -5.262  0.2851
H27 2.636 -6.518 -7.313  0.2592
H28 0.768 -6.640 -9.400  0.2901
H29 -1.409 -4.691 -9.482  0.2743
H30 -1.559 -2.850 -7.472  0.2379
H31 3.027 -0.160 -4.138  0.3989
H32 1.932 1.292 -3.979  0.2718
C21 -0.893 5.374 1.173  -1.7312
C22 -2.269 4.658 1.272  1.8790
C23 -3.303 5.547 2.018  -1.3255
C24 -3.151 5.571 3.534  -0.4895
C25 -3.059 4.158 4.101  -1.2651
C26 -1.945 3.323 3.422  1.7144
N1 -2.063 3.319 1.926  0.3995
O7 -3.153 2.499 1.583  -0.4919
C27 -0.564 3.877 3.868  -1.7161
C28 -1.959 1.879 4.020  -1.8329
C29 -2.751 4.553 -0.215  -1.9369
H33 -0.059 4.665 1.246  0.3057
H34 -0.755 5.880 0.210  0.4763
H35 -0.763 6.139 1.942  0.3272
H36 -4.320 5.199 1.791  0.4221
H37 -3.248 6.578 1.642  0.3357
H38 -2.272 6.157 3.822  0.2909
H39 -4.014 6.084 3.979  0.3980
H40 -2.890 4.215 5.183  0.3832
H41 -4.034 3.663 3.976  0.3458
H42 0.255 3.338 3.373  0.3280
H43 -0.423 3.762 4.947  0.4304
H44 -0.432 4.942 3.666  0.2832
H45 -2.924 1.375 3.891  0.3335
H46 -1.766 1.899 5.100  0.4478
H47 -1.183 1.254 3.560  0.4082
H48 -2.086 3.912 -0.807  0.4484
H49 -2.766 5.543 -0.688  0.4713
H50 -3.773 4.164 -0.300  0.3563
C30 3.963 1.091 2.037  -1.5667
C31 5.403 1.562 1.691  2.0783
C32 6.440 0.446 1.999  -1.3372
C33 6.793 0.290 3.474  -0.5008
C34 7.157 1.634 4.098  -1.2428
C35 6.057 2.702 3.877  1.5193
N2 5.676 2.842 2.433  0.2507
O8 6.725 3.508 1.774  -0.5098
C36 4.822 2.333 4.744  -1.6580
C37 6.536 4.055 4.497  -1.7319
C38 5.381 1.742 0.135  -1.7119
H51 3.347 1.913 2.421  0.3279
H52 3.424 0.716 1.158  0.2120
H53 3.953 0.280 2.770  0.2699
H54 7.372 0.648 1.454  0.4413
H55 6.074 -0.518 1.620  0.2853
H56 5.964 -0.174 4.018  0.2793
H57 7.643 -0.398 3.574  0.4189
H58 7.345 1.492 5.169  0.3914
H59 8.111 1.976 3.669  0.3544
H60 4.001 3.046 4.583  0.3407
H61 5.067 2.356 5.811  0.4400
H62 4.435 1.330 4.553  0.3041
H63 7.480 4.409 4.068  0.3583
H64 6.708 3.954 5.576  0.3970
H65 5.782 4.840 4.357  0.4358
H66 4.689 2.540 -0.166  0.4302
H67 5.055 0.818 -0.358  0.3623
H68 6.371 1.969 -0.277  0.3803

Summary:
⟨S²⟩: 2.010
E_HOMO (alpha / beta) (eV): -8.58 / -8.58
Electronic energy (eV): -70682.20105
Spin multiplicity: 3
Kohn-Sham gap (alpha / beta) (eV): 8.31 / 8.17

C38H69BrClN3O6S | the ωB97M-V functional and the def2-TZVPD basis

Each line ends with the Mulliken charge.
Positions of all 119 atoms, in Å:
C1 4.997 2.951 2.328  -1.1877
C2 5.043 1.371 2.075  0.1609
C3 3.630 0.933 1.627  -1.1561
Br1 3.372 1.691 -0.202  -0.1343
C4 3.201 -0.570 1.721  0.3990
C5 3.570 -1.291 3.087  0.9170
C6 2.642 -0.642 4.181  -1.6978
C7 1.285 -1.315 4.547  -1.0779
C8 0.302 -1.720 3.401  0.2552
C9 -0.719 -0.548 3.108  -0.5126
C10 -2.107 -1.137 2.646  -0.1015
C11 -3.215 -0.033 2.502  -0.9915
C12 -2.978 0.987 1.322  -0.2696
C13 -2.215 0.408 0.101  0.1737
O1 -2.878 -0.734 -0.503  -0.3882
C14 -1.923 -1.374 -1.281  0.7201
C15 -1.721 -2.901 -1.213  -0.9519
O2 -1.224 -0.734 -2.012  -0.4578
C16 3.716 -2.831 3.056  1.2706
C17 5.102 -3.390 2.537  -0.9314
C18 6.366 -2.856 3.284  -1.4124
C19 3.580 -3.538 4.488  -1.7103
C20 2.511 -4.683 4.453  0.6254
O3 1.425 -4.605 4.891  -0.4057
Cl1 2.987 -6.287 3.729  -0.2072
O4 2.694 -3.538 2.270  -0.2145
S1 2.649 -3.107 0.704  1.3903
O5 1.275 -3.150 0.238  -0.6091
O6 3.404 -4.090 -0.052  -0.7284
C21 3.361 -1.423 0.408  -0.4780
C22 4.707 -1.417 -0.309  0.6145
C23 6.012 -1.186 0.226  0.1663
C24 7.137 -1.221 -0.624  -0.9859
N1 7.215 -1.412 -1.956  -0.6302
C25 5.959 -1.588 -2.421  -0.4516
C26 4.731 -1.627 -1.729  -1.0633
H1 5.472 3.462 1.456  0.3095
H2 3.964 3.348 2.386  0.2871
H3 5.628 3.235 3.201  0.3705
H4 5.429 0.951 3.028  0.1635
H5 5.841 1.267 1.305  0.2111
H6 2.903 1.522 2.229  0.7912
H7 2.081 -0.489 1.793  -1.0572
H8 4.593 -0.914 3.346  0.1709
H9 2.432 0.439 3.991  0.2563
H10 3.253 -0.623 5.123  0.5130
H11 0.731 -0.578 5.182  0.7361
H12 1.420 -2.188 5.229  0.3892
H13 -0.325 -2.561 3.785  0.7905
H14 0.752 -2.001 2.433  -0.7617
H15 -0.304 0.146 2.336  -0.0397
H16 -0.944 0.056 4.023  0.4218
H17 -1.963 -1.728 1.718  -0.2513
H18 -2.492 -1.835 3.432  0.4849
H19 -3.319 0.571 3.435  0.3901
H20 -4.178 -0.560 2.300  0.3199
H21 -2.437 1.890 1.678  0.3718
H22 -3.991 1.296 0.962  -0.1250
H23 -1.189 0.105 0.397  -0.1091
H24 -2.129 1.222 -0.659  0.3308
H25 -0.839 -3.217 -1.807  0.2420
H26 -2.610 -3.435 -1.615  0.3735
H27 -1.602 -3.185 -0.144  0.2339
H28 5.060 -4.486 2.752  0.5441
H29 5.278 -3.304 1.450  0.3798
H30 7.254 -3.338 2.811  0.4529
H31 6.506 -1.756 3.249  0.2017
H32 6.395 -3.189 4.351  0.3918
H33 3.396 -2.836 5.320  0.5001
H34 4.517 -4.081 4.760  0.6629
H35 2.623 -0.991 -0.313  1.3013
H36 6.121 -0.985 1.303  0.5580
H37 8.120 -1.067 -0.124  0.3574
H38 5.897 -1.721 -3.524  0.3770
H39 3.792 -1.818 -2.278  0.4618
C27 -10.618 2.106 -1.367  -1.4347
C28 -9.134 2.446 -1.338  -0.3272
N2 -8.422 1.834 -0.229  0.1335
C29 -7.093 2.388 -0.017  -0.7847
C30 -6.054 2.191 -1.125  -0.8564
C31 -8.521 0.386 -0.125  -0.6907
C32 -8.067 -0.451 -1.324  -0.8211
H40 -11.095 2.345 -0.415  0.3317
H41 -11.116 2.687 -2.146  0.4368
H42 -10.792 1.051 -1.588  0.2923
H43 -9.055 3.533 -1.245  0.4384
H44 -8.689 2.181 -2.308  0.2671
H45 -6.687 1.997 0.921  0.4136
H46 -7.202 3.465 0.153  0.3324
H47 -5.688 1.164 -1.156  0.0407
H48 -5.188 2.830 -0.933  0.4075
H49 -6.442 2.456 -2.110  0.3944
H50 -9.564 0.131 0.087  0.3672
H51 -7.978 0.053 0.765  0.3175
H52 -8.451 -0.068 -2.271  0.2437
H53 -8.434 -1.475 -1.215  0.3855
H54 -6.980 -0.511 -1.390  0.1352
C33 -0.178 4.137 -3.286  -1.0940
C34 0.216 3.836 -4.725  -0.3289
N3 1.403 3.005 -4.837  0.1736
C35 1.958 2.964 -6.182  -0.7074
C36 1.104 2.339 -7.288  -0.9749
C37 1.356 1.729 -4.138  -0.5715
C38 0.228 0.758 -4.484  -0.7264
H55 0.658 4.568 -2.730  0.2914
H56 -0.998 4.858 -3.269  0.4418
H57 -0.521 3.243 -2.760  0.0118
H58 0.417 4.796 -5.212  0.4614
H59 -0.645 3.394 -5.245  0.2587
H60 2.927 2.457 -6.154  0.3432
H61 2.190 3.993 -6.479  0.4138
H62 1.068 1.252 -7.205  0.2329
H63 1.542 2.567 -8.263  0.4003
H64 0.083 2.723 -7.291  0.2744
H65 1.301 1.931 -3.063  0.0718
H66 2.314 1.214 -4.265  0.3531
H67 -0.746 1.249 -4.527  0.2107
H68 0.166 -0.015 -3.718  0.2670
H69 0.401 0.249 -5.433  0.2346

Summary:
E_HOMO (eV): -7.87
Relative energy (zero: lowest compared OMol25 entry of this formula, charge and spin) (kcal/mol): 41.7
Electronic energy (eV): -150677.82384
SMILES: CC[C@@H](Br)[C@@H]1[C@@H](CCCCCCCCOC(C)=O)[C@@](CC)(CC(=O)Cl)OS(=O)(=O)[C@@H]1c1ccncc1.CCN(CC)CC.CCN(CC)CC
Kohn-Sham gap (eV): 7.83

Among the records above, which one has the highest electronic energy?
C38H68N2O8S

Among the records above, which one has the highest electronic energy?
C38H68N2O8S

What is the formula in the third record?
C38H69BrClN3O6S

Which of these has the lowest electronic energy?
C38H69BrClN3O6S